{
  "formula": "C19H27N2O2Ti",
  "method": "ωB97M-V with the def2-TZVPD basis set",
  "s2": 0.754,
  "de_lowest_kcal_mol": 7.3,
  "charge": 2,
  "homo_lumo_gap_ev": [8.5, 8.7],
  "spin_multiplicity": 2,
  "homo_energy_ev": [-14.783, -14.961],
  "elements": ["Ti", "O", "O", "N", "N", "C", "C", "C", "C", "C", "C", "C", "C", "C", "C", "C", "C", "C", "C", "C", "C", "C", "C", "C", "H", "H", "H", "H", "H", "H", "H", "H", "H", "H", "H", "H", "H", "H", "H", "H", "H", "H", "H", "H", "H", "H", "H", "H", "H", "H", "H"],
  "xyz": [[-1.1147, -0.4944, -0.1602], [-2.2982, 1.1383, -0.3018], [-0.3389, 1.0270, -1.2179], [-2.8419, 1.4962, -3.5610], [3.5365, 0.3861, 1.8267], [-0.1373, -0.4774, 1.6519], [-3.0258, 2.6703, -2.6966], [4.5802, -0.2967, 1.0041], [-0.1579, -2.6402, -1.2645], [-2.2146, -1.6867, -2.0742], [-2.8882, -2.1499, -0.9388], [1.0559, 0.0614, 2.1543], [1.1622, 0.3527, 3.5062], [-1.2003, -0.6793, 2.5322], [0.1002, 0.1081, 4.3758], [-1.0882, -0.4027, 3.8936], [-0.8479, -1.9485, -2.2692], [-1.7553, 2.8937, -1.8734], [-0.1547, -1.4786, -3.5118], [3.9569, 1.7856, 2.1505], [2.1747, 0.3398, 1.1746], [-1.4547, 1.6619, -1.0963], [-0.8206, -3.0869, -0.1157], [-2.1905, -2.8563, 0.0405], [-1.9182, -0.5869, 4.5620], [0.8738, -1.1843, -3.3096], [-0.6849, -0.6382, -3.9552], [2.0420, 1.2942, 0.6629], [5.5365, -0.2236, 1.5154], [0.9002, -2.8361, -1.3844], [-2.1549, -1.0760, 2.1798], [-3.2490, 3.5857, -3.2490], [4.1493, 2.3036, 1.2140], [4.8627, 1.7543, 2.7505], [4.3040, -1.3398, 0.8758], [-3.9431, -1.9421, -0.8178], [-2.7042, -3.2127, 0.9234], [0.2101, 0.3338, 5.4276], [-1.9055, 3.7140, -1.1669], [-0.2730, -3.6136, 0.6537], [-3.8615, 2.4798, -2.0253], [3.1605, 2.2868, 2.6928], [2.0577, 0.7967, 3.9294], [4.6364, 0.2020, 0.0395], [-2.2279, 1.7356, -4.3334], [-0.1325, -2.2911, -4.2410], [2.2003, -0.4412, 0.4169], [-2.7399, -1.0814, -2.8032], [3.4549, -0.1263, 2.7075], [-3.7291, 1.2522, -3.9883], [-0.9016, 3.1309, -2.5060]],
  "forces_ev_per_a": [[-0.02, -0.26, -0.02], [-0.09, -0.05, 0.00], [-0.03, -0.15, -0.01], [-0.03, 0.00, 0.02], [-0.01, 0.01, -0.01], [-0.06, 0.09, -0.08], [0.04, 0.01, -0.07], [0.01, 0.00, -0.01], [-0.02, 0.08, 0.10], [0.03, 0.06, -0.02], [0.00, 0.05, 0.03], [-0.01, -0.02, 0.06], [0.01, -0.01, 0.00], [0.17, 0.03, 0.08], [0.01, -0.01, -0.02], [-0.06, -0.01, 0.01], [0.00, 0.07, -0.07], [-0.09, 0.02, 0.05], [0.00, -0.01, -0.01], [0.00, 0.03, 0.01], [0.01, 0.00, 0.02], [0.14, 0.04, -0.07], [0.06, 0.12, -0.05], [-0.06, 0.03, 0.03], [0.00, 0.01, 0.01], [0.00, 0.00, 0.00], [0.01, 0.01, 0.01], [-0.01, -0.01, -0.02], [0.00, 0.00, 0.00], [0.00, -0.01, -0.01], [-0.01, 0.00, -0.01], [0.00, 0.01, 0.02], [0.00, 0.00, 0.00], [0.00, -0.01, 0.00], [0.00, 0.00, 0.01], [0.00, -0.01, 0.01], [0.01, 0.00, 0.00], [-0.01, 0.00, 0.00], [-0.02, -0.01, -0.01], [0.00, 0.00, 0.00], [0.01, -0.02, 0.02], [0.00, -0.01, 0.00], [-0.01, -0.02, 0.01], [0.00, 0.00, 0.00], [0.01, 0.00, 0.00], [-0.01, 0.00, 0.00], [0.03, -0.01, 0.01], [0.00, 0.00, -0.01], [0.01, -0.01, -0.01], [0.00, 0.01, 0.00], [0.02, -0.02, 0.00]]
}